No. 1
{
  "formula": "C6H10O",
  "method": "ωB97M-V/def2-TZVPD",
  "homo_ev": -8.60,
  "smiles": "C=C[C@@]12CO[C@@H]1C2.[H][H]",
  "e_above_lowest_kcal_mol": 101.0,
  "species": ["C", "C", "C", "C", "O", "C", "C", "H", "H", "H", "H", "H", "H", "H", "H", "H", "H"],
  "coordinates": [[-0.14954, 1.89819, -0.72676], [-0.86529, 0.86302, -0.30158], [-0.17532, -0.36215, 0.10142], [1.17374, -0.60727, 0.77206], [0.98251, -2.03775, 0.64880], [-0.32532, -1.86601, 0.12732], [-0.23882, -1.21570, -1.18376], [0.94173, 1.88354, -0.66209], [-0.62899, 2.77968, -1.12431], [-1.94532, 0.80381, -0.41268], [2.05506, -0.21735, 0.24766], [1.27648, -0.36412, 1.84248], [-1.10526, -2.55377, 0.43763], [-1.17889, -1.11770, -1.73386], [0.64734, -1.22895, -1.80225], [-0.20336, 1.93126, 1.62196], [-0.26076, 1.41127, 2.14799]]
}

=====

No. 2
{
  "formula": "C10H27ClIO2P2Tb",
  "method": "ωB97M-V/def2-TZVPD",
  "multiplicity": 7,
  "homo_ev": [-14.25, -14.25],
  "e_above_lowest_kcal_mol": 44.7,
  "charge": 2,
  "species": ["C", "C", "H", "H", "H", "O", "I", "Tb", "P", "C", "C", "H", "H", "H", "H", "H", "H", "C", "H", "H", "H", "P", "C", "C", "H", "H", "H", "C", "H", "H", "H", "H", "H", "H", "Cl", "C", "C", "O", "H", "H", "H", "H", "H", "H"],
  "coordinates": [[-0.00868, 0.92486, -7.25189], [-0.00460, 1.50123, -5.84768], [-0.00581, 1.75062, -7.98324], [-0.89873, 0.30360, -7.38371], [0.87617, 0.29650, -7.38536], [0.00413, 2.63416, -5.52868], [-0.01679, -0.10116, -4.32852], [-0.01868, 0.15043, 0.60370], [2.47079, -0.03697, 0.46896], [3.27139, 1.16619, 1.47481], [2.96816, -1.66191, 1.01480], [4.05100, -1.70421, 0.87330], [4.06788, 0.00215, -1.21429], [2.47700, -2.44434, 0.41967], [2.49107, -0.57165, -1.86504], [2.99463, 1.05888, 2.53256], [2.72558, -1.82337, 2.07526], [2.98742, 0.15647, -1.20942], [4.34019, 1.00135, 1.34696], [2.74932, 1.16513, -1.57774], [3.00628, 2.18395, 1.15341], [-2.50657, -0.00099, 0.47367], [-3.28530, 1.21761, 1.47557], [-3.01954, 0.19806, -1.20821], [-2.54565, -2.40645, 0.42653], [-4.10921, -1.64296, 0.88196], [-2.77766, -1.77812, 2.07919], [-3.02633, -1.61686, 1.02030], [-2.53199, -0.53743, -1.86175], [-4.10140, 0.05686, -1.21066], [-4.35683, 1.06896, 1.34844], [-3.00254, 2.23022, 1.15477], [-2.76825, 1.20301, -1.57616], [-3.01032, 1.10445, 2.53456], [-0.02982, -1.80350, -0.97364], [-0.41463, -0.15408, 4.73329], [0.47932, -0.13533, 3.51612], [-0.11627, -1.05424, 2.48631], [-1.42145, 0.18406, 4.48213], [0.02042, 0.52748, 5.46156], [-0.45765, -1.15715, 5.16087], [0.51072, 0.86644, 3.05311], [1.48903, -0.48085, 3.73319], [0.45421, -1.84111, 2.42097]]
}

=====

No. 3
{
  "formula": "C23H22BCaN6O2PSe2Te2",
  "method": "ωB97M-V/def2-TZVPD",
  "homo_ev": -0.32,
  "e_above_lowest_kcal_mol": 11.1,
  "charge": -2,
  "species": ["Ca", "C", "C", "N", "N", "C", "B", "N", "C", "C", "C", "N", "N", "C", "C", "C", "N", "H", "H", "H", "H", "H", "H", "H", "H", "H", "H", "O", "C", "O", "C", "P", "C", "C", "C", "C", "C", "C", "C", "C", "C", "C", "C", "C", "H", "H", "H", "H", "H", "H", "H", "H", "H", "H", "H", "H", "Se", "Te", "Te", "Se"],
  "coordinates": [[1.18966, -0.09448, -0.02801], [1.84997, -4.11741, 0.00047], [1.95699, -3.21969, -1.06877], [2.40029, -2.03678, -0.67350], [2.54750, -2.13349, 0.69247], [2.21872, -3.37799, 1.09413], [2.94317, -0.99460, 1.70840], [1.66896, -0.38633, 2.44037], [1.00483, -1.00263, 3.43601], [0.04695, -0.14859, 3.92423], [0.19197, 1.00215, 3.13920], [1.16282, 0.87502, 2.24930], [3.75850, 0.12109, 1.03883], [4.96152, 0.52304, 1.50004], [5.42001, 1.53719, 0.69223], [4.40725, 1.69568, -0.26528], [3.41910, 0.84702, -0.05762], [1.51001, -5.13739, -0.01742], [1.74767, -3.37345, -2.11566], [2.27146, -3.65259, 2.13433], [3.61022, -1.51002, 2.56316], [1.24651, -2.01350, 3.71750], [-0.66617, -0.33841, 4.70654], [-0.37508, 1.91991, 3.16733], [5.39564, 0.05481, 2.36674], [6.34479, 2.08045, 0.77593], [4.35010, 2.37136, -1.10411], [-1.25903, -3.04062, 1.75576], [-1.55713, -2.15908, 0.94593], [-0.79045, -1.26321, 0.46357], [-3.00545, -2.03001, 0.44942], [-3.00091, -1.11612, -1.15224], [-3.21250, 0.63209, -0.63187], [-2.80956, 1.09503, 0.61718], [-2.77138, 2.45739, 0.88523], [-3.10888, 3.37538, -0.09687], [-3.51736, 2.92399, -1.34458], [-3.57987, 1.56531, -1.60079], [-4.73126, -1.43104, -1.73829], [-4.96991, -1.31144, -3.10710], [-6.24988, -1.45075, -3.62837], [-7.31614, -1.73098, -2.78699], [-7.09383, -1.86608, -1.42230], [-5.81567, -1.71087, -0.90617], [-3.57564, -1.52485, 1.23517], [-3.44606, -3.01796, 0.30687], [-2.49181, 0.39801, 1.38206], [-2.45167, 2.80137, 1.86306], [-3.02193, 4.43806, 0.09362], [-3.74823, 3.62588, -2.13528], [-3.85648, 1.23506, -2.59508], [-4.13743, -1.08835, -3.76583], [-6.41644, -1.32660, -4.69161], [-8.31538, -1.84257, -3.19094], [-7.92298, -2.07617, -0.75620], [-5.66023, -1.80062, 0.16227], [-0.04156, 0.99208, -2.34059], [0.93975, 2.93630, -3.57135], [-0.88798, 4.57346, -6.87618], [-1.08088, 2.73400, -5.16255]]
}

=====

No. 4
{
  "formula": "C25H46AlCa2ClF5INaOPS",
  "method": "ωB97M-V/def2-TZVPD",
  "homo_ev": -10.48,
  "charge": 2,
  "species": ["C", "C", "C", "C", "C", "C", "C", "C", "C", "C", "C", "C", "C", "C", "C", "P", "I", "C", "C", "C", "C", "C", "C", "C", "C", "H", "H", "H", "H", "H", "H", "H", "H", "H", "H", "H", "H", "H", "H", "H", "H", "H", "H", "H", "H", "H", "H", "H", "H", "H", "H", "H", "H", "H", "H", "H", "H", "H", "H", "H", "H", "H", "H", "H", "H", "Ca", "C", "S", "O", "C", "H", "H", "H", "H", "H", "H", "F", "Al", "F", "F", "F", "Cl", "Na", "F", "Ca"],
  "coordinates": [[4.10915, -2.50793, 1.75800], [3.60215, -1.59177, 0.62621], [3.37484, -2.31650, -0.68992], [4.58100, -3.11695, -1.21214], [5.95952, -2.45678, -1.09868], [6.42054, -1.66360, -2.34550], [5.37640, -0.77190, -3.00699], [4.92140, 0.46662, -2.20275], [5.94874, 1.02952, -1.23196], [5.48542, 2.31106, -0.50175], [4.00359, 2.32022, -0.12112], [3.06699, 2.91167, -1.19015], [2.02657, 3.86059, -0.62764], [1.01128, 3.13779, 0.32154], [-0.31207, 3.03603, -0.42588], [-1.46877, 1.77888, 0.24029], [-0.25756, 0.01727, 1.45440], [-2.10221, 0.84554, -1.22483], [-3.56417, 1.26280, -1.51594], [-4.21662, -0.04984, -1.76826], [-4.80326, -0.57813, -0.63633], [-5.39388, -1.84322, -0.63042], [-5.41086, -2.57552, -1.81547], [-4.84032, -2.01269, -2.96759], [-4.21609, -0.77358, -2.95622], [5.15489, -2.31323, 1.96667], [3.55407, -2.28797, 2.66899], [3.96756, -3.56505, 1.54726], [2.72490, -1.03582, 0.95862], [4.36819, -0.83480, 0.46423], [2.98050, -1.65830, -1.46284], [2.57322, -3.04574, -0.51214], [4.59708, -4.09460, -0.73674], [4.38879, -3.31516, -2.26746], [6.67819, -3.26546, -0.97437], [6.07608, -1.82464, -0.22158], [6.79125, -2.39887, -3.05938], [7.29858, -1.09127, -2.05385], [4.54314, -1.39347, -3.33200], [5.83249, -0.39564, -3.92343], [3.96591, 0.24211, -1.73253], [4.71889, 1.25724, -2.92588], [6.81036, 1.33774, -1.82657], [6.32475, 0.30168, -0.51846], [6.04075, 2.33864, 0.43420], [5.71442, 3.20499, -1.07509], [3.81608, 2.84470, 0.81609], [3.66449, 1.29689, 0.05340], [3.61854, 3.46359, -1.94850], [2.53289, 2.12863, -1.74333], [2.49608, 4.71657, -0.12514], [1.45766, 4.27474, -1.45064], [0.89950, 3.75739, 1.20686], [1.45494, 2.16947, 0.55986], [-0.82816, 3.99291, -0.35136], [-0.14174, 2.82740, -1.48109], [-1.46834, 0.93750, -2.10373], [-2.14416, -0.19895, -0.91704], [-3.64662, 1.96664, -2.33674], [-3.96582, 1.70538, -0.60966], [-4.78670, 0.01204, 0.29013], [-5.85536, -2.25002, 0.27090], [-5.87829, -3.53525, -1.82926], [-4.88082, -2.57491, -3.89107], [-3.76430, -0.39714, -3.85988], [-3.29798, -1.53840, 1.18399], [-5.17612, -0.87293, 5.96832], [-5.48930, 0.29469, 4.67473], [-4.22506, 0.34680, 3.74979], [-5.40110, 1.81205, 5.68452], [-5.16597, -1.86294, 5.50468], [-4.22203, -0.66561, 6.44638], [-5.98282, -0.80223, 6.69876], [-4.41441, 1.88860, 6.17831], [-6.20750, 1.80495, 6.46007], [-5.56283, 2.68314, 5.00613], [-9.38864, -0.79691, -0.96703], [-8.93833, -2.40766, -0.95804], [-10.20052, -3.43460, -0.61328], [-7.65666, -2.62948, 0.20627], [-8.19874, -2.83298, -2.44293], [-5.41679, 1.12934, 8.23092], [-4.73758, -4.98784, -1.90886], [2.51115, 6.07366, -1.33331], [-3.81445, 2.77884, 4.03225]]
}

=====

No. 5
{
  "formula": "C3H8N2",
  "method": "ωB97M-V/def2-TZVPD",
  "homo_ev": -9.08,
  "smiles": "NC1CNC1",
  "e_above_lowest_kcal_mol": 47.7,
  "species": ["N", "C", "C", "N", "C", "H", "H", "H", "H", "H", "H", "H", "H"],
  "coordinates": [[1.40328, -1.09655, -0.39517], [0.39483, -0.08018, -0.56113], [0.34657, 1.08376, 0.45308], [-1.11887, 1.08239, 0.33695], [-1.08636, -0.28660, -0.18956], [1.31380, -1.52368, 0.51305], [1.24753, -1.85259, -1.04828], [0.41452, 0.27421, -1.60051], [0.72860, 0.72964, 1.41183], [0.87351, 2.03087, 0.18592], [-1.57601, 1.18294, 1.24817], [-1.79930, -0.49671, -0.99187], [-1.14209, -1.04749, 0.63753]]
}

=====

No. 6
{
  "formula": "C4H2F2O",
  "method": "ωB97M-V/def2-TZVPD",
  "multiplicity": 3,
  "homo_ev": [-8.13, -10.32],
  "e_above_lowest_kcal_mol": 103.1,
  "species": ["C", "C", "C", "C", "O", "F", "F", "H", "H"],
  "coordinates": [[0.92620, -1.82214, 1.23573], [0.57793, -0.68496, 0.77546], [0.49100, 0.51766, -0.09324], [-0.79685, -0.15007, 0.17197], [0.87565, 0.84405, -1.34821], [-1.30378, -1.06148, -0.62706], [-1.76153, 0.40216, 0.95183], [0.67314, 1.61301, 0.86304], [0.31824, 0.34177, -1.92953]]
}